DFT (ωB97M-V/def2-TZVPD) results for a molecular structure, C17H18HfN3O3S.

Output
**Net charge**: +3
**LUMO**: -10.58 eV
**Frontier orbital gap**: 7.66 eV

```
43
C17H18HfN3O3S, DFT ωB97M-V/def2-TZVPD
Hf 0.684 0.503 -0.739
O 4.460 -0.683 -0.428
C 3.322 -0.518 -0.204
O 2.373 -0.228 -1.208
C 2.667 -0.518 1.152
C 3.367 -0.891 2.275
C 2.716 -0.829 3.499
C 1.388 -0.389 3.583
C 0.693 -0.299 4.819
C -0.595 0.146 4.850
C -1.250 0.516 3.653
C -0.609 0.434 2.445
C 0.720 -0.015 2.391
N 1.375 -0.091 1.181
H 4.394 -1.217 2.176
H 3.238 -1.120 4.404
H 1.203 -0.588 5.729
H -1.127 0.219 5.789
H -2.273 0.866 3.696
H -1.150 0.713 1.537
N 0.159 3.706 -1.510
C 0.924 4.786 -1.648
C 2.241 4.420 -1.390
C 2.186 3.078 -1.105
N 0.899 2.615 -1.172
H -0.839 3.643 -1.644
H 0.491 5.736 -1.922
H 3.112 5.052 -1.423
H 3.004 2.408 -0.879
O -0.817 -0.553 -1.481
S -1.984 -1.660 -1.397
C -3.330 -1.056 -2.419
C -3.935 -2.384 -2.882
C -2.782 -3.259 -3.398
C -1.501 -2.940 -2.591
H -2.884 -0.488 -3.239
H -3.987 -0.434 -1.816
H -4.673 -2.181 -3.657
H -4.466 -2.866 -2.060
H -2.585 -3.056 -4.449
H -3.023 -4.314 -3.307
H -0.708 -2.492 -3.191
H -1.099 -3.773 -2.020
```

---

DFT (ωB97M-V/def2-TZVPD) results for a molecular structure, C34H47GaN2O2.

Output
**Net charge**: +2
**LUMO (alpha / beta)**: -8.34 / -8.41 eV
**Frontier orbital gap (alpha / beta)**: 5.80 / 5.61 eV

```
86
C34H47GaN2O2, DFT ωB97M-V/def2-TZVPD
Ga 1.841 -0.450 -1.102
C -3.407 -0.173 3.590
C -2.409 -1.287 3.914
C -1.767 -0.978 5.275
C -3.170 -2.624 4.012
C -1.344 -1.441 2.851
C -1.347 -0.724 1.681
C -0.295 -0.860 0.755
N -0.037 -0.044 -0.265
C -0.563 1.055 -0.801
C -1.902 1.484 -0.777
C -2.250 2.702 -1.313
C -1.189 3.562 -1.695
C 0.147 3.207 -1.771
C 0.454 1.858 -1.508
O 1.595 1.307 -1.801
C 1.188 4.276 -2.093
C 2.632 3.776 -2.030
C 0.922 4.841 -3.494
C 1.037 5.393 -1.046
C -3.700 3.110 -1.454
C -4.354 2.182 -2.496
C -3.868 4.553 -1.932
C -4.430 2.946 -0.110
C 0.787 -1.833 0.993
O 1.738 -1.915 0.102
C 0.773 -2.580 2.187
C -0.279 -2.357 3.061
C 1.832 -3.609 2.588
C 2.504 -3.140 3.889
C 2.926 -3.814 1.540
C 1.132 -4.958 2.812
H -4.113 -0.075 4.410
H -3.978 -0.397 2.692
H -2.905 0.786 3.477
H -2.552 -0.877 6.019
H -1.213 -0.044 5.235
H -1.098 -1.765 5.608
H -3.976 -2.519 4.733
H -2.525 -3.432 4.342
H -3.601 -2.893 3.051
H -2.102 0.013 1.484
H -2.651 0.816 -0.386
H -1.444 4.576 -1.952
H 2.843 3.067 -2.826
H 2.865 3.324 -1.067
H 3.296 4.627 -2.162
H 0.941 4.049 -4.239
H 1.692 5.566 -3.743
H -0.039 5.343 -3.541
H 1.203 5.012 -0.041
H 0.058 5.859 -1.085
H 1.774 6.167 -1.239
H -3.869 2.293 -3.463
H -5.401 2.451 -2.612
H -4.302 1.141 -2.193
H -3.428 4.700 -2.915
H -3.441 5.261 -1.224
H -4.927 4.782 -2.018
H -4.491 1.906 0.195
H -5.444 3.320 -0.209
H -3.929 3.515 0.669
H -0.275 -2.907 3.988
H 2.956 -2.159 3.759
H 3.289 -3.840 4.160
H 1.807 -3.090 4.719
H 3.510 -2.906 1.395
H 2.500 -4.138 0.593
H 3.604 -4.591 1.886
H 0.440 -4.927 3.648
H 1.872 -5.722 3.027
H 0.583 -5.256 1.922
N 3.623 -0.882 -2.184
C 3.622 -2.134 -2.929
C 3.383 -2.120 -4.295
C 3.360 -3.316 -4.993
C 3.548 -4.514 -4.323
C 3.795 -4.520 -2.958
C 3.831 -3.328 -2.251
H 3.767 -0.098 -2.834
H 4.405 -0.886 -1.521
H 3.243 -1.181 -4.814
H 3.197 -3.309 -6.059
H 3.514 -5.443 -4.867
H 3.958 -5.451 -2.442
H 4.032 -3.320 -1.189
```

---

DFT (ωB97M-V/def2-TZVPD) results for a single C5H7NO molecule.

Output
**LUMO**: 0.84 eV
**Frontier orbital gap**: 9.27 eV
**SMILES string**: C[C@]1(C=O)C=C1N

```
14
C5H7NO, DFT ωB97M-V/def2-TZVPD
C -1.941 0.200 -0.308
C -0.463 -0.075 0.075
C -0.162 -1.503 0.385
O 0.975 -1.916 0.510
C 0.297 1.033 0.691
C 1.113 0.482 -0.138
N 2.345 0.460 -0.727
H -2.494 0.428 0.624
H -2.461 -0.657 -0.755
H -2.085 1.068 -0.955
H -1.001 -2.227 0.359
H 0.114 1.921 1.267
H 2.834 -0.429 -0.650
H 2.930 1.215 -0.377
```

---

DFT (ωB97M-V/def2-TZVPD) results for a single C4H10NO2 molecule.

Output
**LUMO (alpha / beta)**: 0.64 / 0.45 eV
**Frontier orbital gap (alpha / beta)**: 3.80 / 11.94 eV
**Spin multiplicity**: 2

```
17
C4H10NO2, DFT ωB97M-V/def2-TZVPD
O -3.187 -0.583 0.362
C -2.212 0.165 -0.154
C -0.830 -0.353 0.210
N 0.129 0.344 -0.637
C 1.445 0.692 -0.036
C 2.161 -0.544 0.486
O -2.405 1.052 -0.950
H -4.019 -0.211 0.038
H -0.817 -1.450 0.125
H -0.723 -0.105 1.269
H -0.326 1.179 -1.012
H 0.322 -0.253 -1.510
H 2.062 1.139 -0.805
H 1.258 1.431 0.742
H 2.279 -1.263 -0.313
H 3.136 -0.241 0.804
H 1.728 -0.999 1.379
```

---

DFT (ωB97M-V/def2-TZVPD) results for a single C4H10N2O molecule.

Output
**LUMO**: 0.73 eV
**Frontier orbital gap**: 10.28 eV
**SMILES string**: CC(C)NC(N)=O

```
17
C4H10N2O, DFT ωB97M-V/def2-TZVPD
C -0.967 0.712 1.961
C 0.290 0.220 1.249
C 0.609 -1.265 1.443
N 0.486 0.660 -0.122
C -0.032 0.026 -1.222
N 0.508 0.345 -2.477
O -0.904 -0.805 -1.069
H -0.822 0.764 3.034
H -1.871 0.291 1.509
H -1.115 1.768 1.665
H 1.068 0.802 1.769
H 0.901 -1.515 2.464
H -0.106 -2.000 1.081
H 1.505 -1.445 0.846
H 1.079 1.461 -0.195
H 0.773 1.323 -2.504
H -0.283 0.095 -3.072
```

---

DFT (ωB97M-V/def2-TZVPD) results for 2 unconnected molecules or ions with the total composition C3H6OS2.

Output
**LUMO**: -4.49 eV
**Frontier orbital gap**: 4.63 eV

```
12
C3H6OS2, DFT ωB97M-V/def2-TZVPD
C 0.776 0.515 -0.681
C 0.446 -0.646 -1.615
O 0.866 -0.992 -2.724
C 0.262 0.180 0.699
S -0.257 1.820 1.435
S -2.143 -1.270 1.818
H 0.354 1.469 -1.076
H 1.852 0.676 -0.633
H -0.569 -1.036 -1.395
H 1.099 -0.232 1.281
H -0.483 -0.596 0.769
H -2.204 0.113 2.122
```

---

Energy above the lowest of the compared OMol25 structures with the same formula, charge and spin for the records above, in order: 0.0, 13.7, 88.4, 36.6, 14.7, 136.2 kcal per mole
Max |F| for the records above, in order: 0.7, 1.7, 0.6, 1.7, 2.4, 6.2 eV/Å